# 1
Density functional theory data (ωB97M-V/def2-TZVPD) for C4H5AlLiO2 as an isolated structure at a distorted geometry.

Net charge = +2
Spin multiplicity = 2
Electronic energy = -555.0435 hartree
ΔE to the lowest compared entry with this formula, charge and spin = 2.250 eV

The geometry in XYZ format:
```
13
Properties=species:S:1:pos:R:3:lowdin_charge:R:1
H 0.610 -0.044 -2.295 0.3095
C -0.643 -1.332 -0.253 -0.2378
C 0.603 -0.657 -0.268 -0.1048
C 0.793 0.621 0.316 -0.0735
C -0.169 1.622 0.411 -0.2091
O -0.228 2.434 1.399 -0.1825
Al -1.173 3.417 1.911 1.1671
H -1.561 -0.735 -0.103 0.1447
H 1.485 -1.302 -0.335 0.1160
H 1.806 0.890 0.625 0.1454
H -0.919 1.734 -0.388 0.1462
O -0.780 -2.566 -0.438 -0.0945
Li 0.175 -4.082 -0.583 0.8734
```


# 2
Density functional theory data (ωB97M-V/def2-TZVPD) for a 2-piece molecular cluster, C3H9N3 overall at a distorted geometry.

Electronic energy = -283.9062 hartree
SMILES = [H]/N=C/N.C=CN
ΔE to the lowest compared entry with this formula, charge and spin = 2.093 eV

The geometry in XYZ format:
```
15
Properties=species:S:1:pos:R:3:lowdin_charge:R:1
H -0.896 -3.318 3.238 0.0316
N -0.217 -2.571 3.085 0.0140
C -0.373 -2.251 1.848 -0.4085
N -0.537 -0.964 1.405 0.0926
H -0.470 -3.091 1.138 0.1108
H -0.277 -0.384 2.200 0.0974
H -0.188 -0.688 0.503 0.0503
C 1.107 1.314 -2.537 -0.0161
C 0.219 1.260 -1.526 -0.3249
N -0.227 2.303 -0.732 0.0251
H 1.261 0.372 -3.062 0.0421
H 1.791 2.144 -2.673 0.0468
H -0.244 0.314 -1.300 0.0734
H 0.279 3.165 -0.865 0.0817
H -1.230 2.393 -0.722 0.0838
```


# 3
Density functional theory data (ωB97M-V/def2-TZVPD) for C4H8N2O2 as an isolated structure at a distorted geometry.

Electronic energy = -416.8804 hartree
ΔE to the lowest compared entry with this formula, charge and spin = 10.220 eV

The geometry in XYZ format:
```
16
Properties=species:S:1:pos:R:3:lowdin_charge:R:1
C 1.181 -1.753 -0.168 -0.0344
C 0.669 -0.399 -0.104 -0.4341
C -1.544 0.747 -0.084 -0.1859
C -1.179 2.080 -0.082 0.0195
H 0.422 -2.660 -0.651 0.1548
H 2.237 -1.593 -0.466 0.0715
H 0.906 -1.990 1.089 0.1740
H 2.686 1.826 -0.343 0.2474
H -2.461 -1.586 -0.322 0.2724
H -2.571 0.431 0.351 0.1337
H -2.007 2.636 0.345 0.0356
H -0.206 2.516 -0.057 0.0204
N 1.326 0.727 0.209 -0.0919
N -0.659 -0.292 -0.261 -0.1109
O 2.614 0.760 0.170 -0.1093
O -1.414 -1.450 0.374 -0.1630
```


# 4
Density functional theory data (ωB97M-V/def2-TZVPD) for one molecule with the formula C5H13N at a distorted geometry.

Electronic energy = -252.9785 hartree
SMILES = CC(C)N(C)C
ΔE to the lowest compared entry with this formula, charge and spin = 2.303 eV

The geometry in XYZ format:
```
19
Properties=species:S:1:pos:R:3:lowdin_charge:R:1
C 0.948 0.010 -1.717 -0.0984
C 0.822 0.181 -0.255 -0.5143
C 1.253 -1.073 0.519 -0.0597
N -0.514 0.589 0.091 -0.2752
C -0.633 1.223 1.375 -0.0992
C -1.648 -0.256 -0.170 -0.1254
H -0.019 0.732 -2.046 0.1310
H 0.686 -1.031 -2.143 0.0859
H 2.029 0.399 -2.261 0.1378
H 1.365 0.978 0.095 0.1009
H 2.265 -1.429 0.172 0.0942
H 1.329 -0.851 1.594 0.0701
H 0.515 -1.857 0.427 0.0593
H -1.676 1.482 1.397 0.0708
H -0.719 0.512 2.202 0.0808
H 0.078 2.006 1.582 0.0898
H -1.733 -0.492 -1.231 0.0729
H -2.631 0.146 -0.029 0.0694
H -1.715 -1.270 0.398 0.1093
```